Below is a cluster of 2 separate species, C3H7PS2 in total, with properties calculated with ωB97M-V/def2-TZVPD.

```
13
Properties=species:S:1:pos:R:3:forces:R:3:nbo_charge:R:1
C 2.5008 0.2580 -0.9265 0.1 0.3 1.6 -0.77
P 2.3670 -1.2807 0.0552 1.8 -0.8 0.6 0.47
S 1.1249 0.2799 0.3235 -0.6 1.8 -0.7 -0.11
H 3.1482 1.0654 -0.5941 0.5 -0.6 -0.2 0.24
H 2.4538 0.1334 -1.9877 -1.0 0.2 -0.5 0.24
H 1.4902 -1.8348 -0.8434 -0.3 -0.9 -0.9 -0.05
C -1.8399 0.1439 1.2526 -0.9 -1.1 0.4 -0.72
C -1.8648 0.4287 -0.2213 0.8 -0.8 -1.1 -0.23
S -2.4207 -0.6095 -1.3650 0.2 0.9 0.9 0.01
H -2.7960 -0.4165 1.4498 0.6 1.0 0.3 0.25
H -1.7084 1.0859 1.8052 -0.3 -0.5 0.1 0.23
H -1.0871 -0.6165 1.6186 -0.4 1.0 -0.8 0.25
H -1.3679 1.3629 -0.5669 -0.6 -0.5 0.3 0.20
```
Forces are in eV/Å.

Output
* energy above the lowest of the compared OMol25 structures with the same formula, charge and spin: 125.36 kJ/mol
* net charge: 0
* SMILES: C1PS1.CC=S

Below is a structure of composition C37H37F3O2P2V, with properties calculated with ωB97M-V/def2-TZVPD.

```
82
Properties=species:S:1:pos:R:3:forces:R:3:lowdin_charge:R:1
V 1.8429 -0.5865 -1.8787 1.1 1.1 2.4 0.78
C 3.0248 -0.4472 -3.3705 -0.3 1.1 -1.6 -0.21
C 1.8727 0.4989 -3.4887 1.3 0.5 -1.9 -0.25
C 0.6882 0.1060 -4.3355 -0.4 0.2 -0.6 -0.18
C -0.0145 -1.1900 -3.8485 -1.0 0.1 -0.6 -0.16
C 0.3386 -1.6229 -2.4393 -0.9 -2.3 -0.6 -0.25
C 1.5386 -2.4651 -2.1674 -1.6 -0.8 -0.5 -0.24
C 2.4139 -2.9288 -3.2952 0.7 -0.6 -0.5 -0.17
C 2.9903 -1.7602 -4.1338 0.3 -0.6 -0.6 -0.15
C -0.6924 -0.2538 3.5436 0.6 0.3 0.3 -0.12
H 4.0119 -0.0098 -3.1985 -0.3 0.1 0.1 0.14
H 2.1093 1.5675 -3.5296 0.0 -0.3 0.4 0.13
H 0.9951 -0.0050 -5.3923 -0.1 0.0 0.4 0.13
H -0.0591 0.9162 -4.3445 0.4 -0.2 0.2 0.11
H -1.1019 -0.9901 -3.8791 0.5 -0.2 0.1 0.13
H 0.1335 -2.0030 -4.5769 0.2 0.1 0.4 0.13
H -0.5362 -1.8874 -1.8463 0.3 0.1 0.0 0.10
H 1.4366 -3.1809 -1.3474 -0.1 0.4 0.1 0.12
H 1.8990 -3.6301 -3.9723 -0.1 0.2 0.3 0.13
H 3.2411 -3.5209 -2.8779 -0.2 0.2 0.0 0.12
H 4.0026 -2.0400 -4.4644 -0.3 0.2 0.2 0.13
H 2.4151 -1.6646 -5.0681 0.1 0.2 0.4 0.12
H -0.1220 0.6561 3.2956 0.0 -0.1 0.0 0.05
H -0.1495 -0.8893 4.2567 -0.1 0.2 -0.2 0.07
H -1.6301 0.0724 4.0167 0.2 -0.1 -0.3 0.09
P -0.0442 1.5424 -0.9757 0.0 0.5 0.4 1.20
P -1.1364 -1.2196 2.1090 -2.5 -1.0 1.3 1.02
C -1.0438 0.9440 0.3634 -0.5 -1.2 -1.0 -0.18
C -1.0447 -0.4035 0.5580 0.0 0.6 -0.5 -0.23
C -0.3710 3.3014 -1.1575 0.0 0.2 -0.4 -0.37
C -1.0126 3.7824 -2.3212 0.3 -0.2 0.1 -0.08
C -1.2342 5.1485 -2.4726 0.0 0.1 0.1 -0.05
C -0.8365 6.0380 -1.4641 0.1 -0.3 0.2 -0.02
C -0.2543 5.5522 -0.2834 -0.1 0.0 -0.2 -0.03
C -0.0365 4.1850 -0.1261 0.3 0.2 0.1 -0.09
C 1.6413 1.1874 -0.2802 0.1 -0.2 1.2 -0.33
C 1.9959 -0.1540 0.1739 0.9 1.6 0.6 -0.19
C 3.3828 -0.5167 0.1095 -0.8 0.3 1.7 -0.05
C 4.3376 0.5082 0.2184 0.1 -0.3 -0.7 0.00
C 3.9521 1.8350 0.0838 0.0 0.3 0.3 0.01
C 2.6466 2.1762 -0.2709 -0.4 -0.4 -0.4 0.00
C -2.9169 -1.5145 2.2643 -0.2 -0.4 0.1 -0.31
C -3.7996 -0.4308 2.1037 0.1 0.0 -0.2 -0.06
C -5.1774 -0.6616 2.1162 0.4 0.0 0.0 -0.04
C -5.6610 -1.9592 2.3063 0.2 0.0 0.1 -0.04
C -4.7820 -3.0091 2.5840 0.2 0.1 0.0 -0.05
C -3.4031 -2.7929 2.5676 -0.1 0.1 -0.2 -0.07
C -0.2607 -2.7880 1.9123 0.8 -0.1 0.0 -0.31
C 0.9418 -2.9558 2.6285 -0.3 0.0 -0.1 -0.08
C 1.6848 -4.1290 2.5006 0.1 0.1 -0.1 -0.05
C 1.2800 -5.1298 1.6155 -0.2 0.2 0.1 -0.04
C 0.0832 -4.9828 0.9080 -0.1 0.3 0.0 -0.05
C -0.6818 -3.8169 1.0424 0.0 0.1 0.0 -0.08
H -1.7559 1.6289 0.8310 0.6 0.5 1.0 0.10
H -1.0584 -1.1042 -0.2907 0.8 0.4 0.4 0.08
H -1.3221 3.0720 -3.0881 0.1 0.3 0.0 0.10
H -1.7162 5.5343 -3.3770 0.2 -0.2 0.4 0.12
H -0.9795 7.1144 -1.5912 0.0 -0.4 0.0 0.13
H 0.0341 6.2327 0.5194 -0.2 -0.2 -0.2 0.13
H 0.3880 3.7942 0.7983 -0.1 0.2 0.0 0.10
H 1.2815 -0.7674 0.7547 0.2 -0.2 -1.2 0.11
H 3.6743 -1.5645 0.2063 -0.1 0.3 0.3 0.14
H 5.3814 0.2773 0.4308 -0.3 -0.1 -0.2 0.14
H 4.6722 2.6284 0.2691 -0.1 -0.1 -0.1 0.14
H 2.3743 3.2152 -0.4671 0.2 -0.3 -0.2 0.13
H -3.4054 0.5857 1.9740 -0.3 -0.3 0.1 0.09
H -5.8601 0.1776 1.9816 0.2 -0.3 0.0 0.12
H -6.7306 -2.1477 2.2592 0.2 0.0 0.1 0.12
H -5.1582 -4.0027 2.8163 0.0 0.2 -0.1 0.12
H -2.7014 -3.6025 2.7782 -0.4 0.1 -0.1 0.11
H 1.2804 -2.1606 3.2960 0.0 -0.3 -0.1 0.11
H 2.5876 -4.2561 3.0996 -0.2 0.0 -0.2 0.12
H 1.8906 -6.0231 1.4834 -0.2 0.2 0.1 0.12
H -0.2608 -5.7859 0.2522 0.1 0.3 0.2 0.12
H -1.6150 -3.7236 0.4761 0.3 0.0 0.2 0.12
F -0.2693 5.0747 4.1945 -1.1 -0.4 -0.5 0.12
C -1.4512 4.6033 3.7097 -0.2 0.7 0.5 -0.48
F -2.3577 4.6400 4.7258 0.9 -0.1 -1.0 0.13
F -1.8788 5.4894 2.7443 0.4 -0.7 0.8 0.10
C -1.3332 3.1688 3.0649 -0.2 0.3 0.2 -0.59
O -0.1620 2.7731 2.8461 -0.6 -0.2 -0.3 -0.04
O -2.4469 2.6509 2.8318 1.0 -0.3 -0.4 0.01
```
Forces are in eV/Å.

Output
* energy above the lowest of the compared OMol25 structures with the same formula, charge and spin: 112.74 kJ/mol
* spin multiplicity: 2
* ⟨S²⟩: 0.831
* net charge: +2

Below is a cluster of 4 separate species, C2H11NO3 in total, with properties calculated with ωB97M-V/def2-TZVPD.

```
17
Properties=species:S:1:pos:R:3:forces:R:3:nbo_charge:R:1
C -1.1383 0.7025 -1.1221 -0.6 1.1 -2.6 -0.48
N -2.2607 0.6945 -0.2479 3.1 -2.9 5.9 -0.44
C -2.1174 -0.8184 0.4483 -6.4 3.3 -4.8 -0.41
O 0.0342 -0.0927 1.6163 -2.1 0.8 -0.7 -0.63
H -1.2161 -0.1482 -1.8818 0.1 1.2 1.0 0.20
H -1.1584 1.6631 -1.6544 0.2 -0.2 -0.3 0.23
H -0.1012 0.7099 -0.7411 0.4 -0.1 0.9 0.31
H -2.0722 1.2590 0.7659 -0.7 -1.0 -3.8 0.41
H -2.2085 -1.4140 -0.5239 0.6 -0.1 1.6 0.22
H -3.2677 -0.7882 0.8234 3.4 -0.9 0.8 0.27
H -1.0137 -0.7196 0.7036 1.1 0.2 2.0 0.30
H 2.4011 -0.6157 -0.2520 0.1 0.5 0.7 0.51
H 2.7520 -1.9968 0.2970 0.1 0.4 0.4 0.46
O 2.6134 -1.0831 0.6024 -0.3 -0.9 -0.9 -0.99
H 0.7534 -0.7038 1.5910 1.7 -1.0 -0.3 0.48
H 2.9357 1.4325 -1.3031 -3.4 -2.1 0.6 0.44
O 2.0467 0.8203 -1.2245 2.7 1.7 -0.5 -0.86
```
Forces are in eV/Å.

Output
* energy above the lowest of the compared OMol25 structures with the same formula, charge and spin: 1070.35 kJ/mol
* net charge: 0

Below is a cluster of 6 separate species, C18H24O18 in total, with properties calculated with ωB97M-V/def2-TZVPD.

```
60
Properties=species:S:1:pos:R:3:forces:R:3:nbo_charge:R:1
O -1.2812 -2.9225 7.9764 -0.6 -0.3 0.0 -0.57
C -0.4541 -2.3112 7.3946 1.1 0.2 0.9 0.97
O 0.5622 -1.6472 8.0338 -0.1 -0.3 -0.2 -0.50
C 1.2137 -0.8041 7.0687 -0.8 -0.2 0.3 -0.10
C 0.8944 -1.4946 5.7752 0.1 -0.3 -1.3 -0.11
O -0.3270 -2.1882 6.0731 -0.3 0.3 -0.5 -0.49
H 0.6450 0.1288 7.1091 0.7 0.3 0.0 0.19
H 2.2712 -0.7297 7.2935 0.0 0.2 0.1 0.21
H 1.6002 -2.2389 5.3987 0.2 0.0 0.5 0.19
H 0.7494 -0.8133 4.9352 -0.3 0.1 0.2 0.23
O -2.0265 -2.4870 1.0070 -1.0 0.3 0.4 -0.62
C -2.5128 -1.8687 1.9222 2.1 -0.3 -0.5 0.98
O -2.1157 -2.0597 3.1948 0.0 0.3 0.5 -0.48
C -2.8691 -1.1765 4.0478 -0.9 -0.3 -0.7 -0.10
C -3.3500 -0.1207 3.0596 0.2 0.2 0.3 -0.10
O -3.3336 -0.8279 1.8232 -0.7 -0.1 -0.5 -0.49
H -3.7315 -1.7643 4.3750 0.2 0.1 0.4 0.18
H -2.3087 -0.7686 4.8801 0.3 -0.3 -0.1 0.22
H -2.6527 0.7137 2.9576 -0.1 0.0 0.1 0.20
H -4.3610 0.2184 3.2780 0.1 0.1 -0.1 0.20
O 2.6918 2.6846 -2.6909 0.0 0.2 -0.1 -0.59
C 3.6743 3.2343 -3.0757 -0.2 0.3 0.4 0.98
O 4.7718 2.6106 -3.4965 0.6 -0.7 -0.3 -0.48
C 5.7922 3.5296 -3.8735 0.1 -0.1 -0.4 -0.10
C 5.1702 4.8926 -3.5037 0.9 -0.7 -0.2 -0.10
O 3.8509 4.5779 -3.1091 -0.4 -0.2 0.1 -0.49
H 6.7271 3.2554 -3.3840 -0.2 0.2 0.5 0.20
H 6.0370 3.4371 -4.9347 -0.5 0.0 -0.1 0.19
H 5.1320 5.5130 -4.3958 0.1 0.4 0.4 0.20
H 5.7245 5.2907 -2.6540 -0.2 0.6 -0.2 0.19
O -1.2574 2.2417 -3.4439 0.0 0.6 0.7 -0.57
C -2.1784 1.5423 -3.6860 0.4 -1.1 -1.0 0.97
O -2.1747 0.1967 -3.4771 0.2 -0.1 -0.1 -0.50
C -3.1822 -0.4300 -4.2752 -0.4 0.9 0.2 -0.09
C -4.0449 0.7864 -4.7015 -1.1 -1.9 0.4 -0.10
O -3.3011 1.9081 -4.3316 0.2 0.7 -0.3 -0.48
H -2.7867 -0.9139 -5.1661 0.5 -0.1 0.3 0.19
H -3.7084 -1.1356 -3.6402 -0.1 -0.1 -0.1 0.20
H -4.9987 0.7638 -4.1681 0.1 0.3 0.1 0.18
H -4.2823 0.6741 -5.7587 0.3 0.8 -0.1 0.19
O 0.2799 0.8752 3.1070 0.3 0.4 0.5 -0.62
C 0.2235 1.1021 1.9380 0.0 -0.7 -0.2 0.98
O -0.7704 0.6167 1.1764 -0.6 0.2 -0.3 -0.50
C -0.4648 0.8499 -0.1942 0.4 0.2 -0.7 -0.09
C 0.6300 1.9064 -0.1433 -0.4 0.1 -0.1 -0.10
O 1.1165 1.7614 1.1981 0.5 0.2 0.3 -0.48
H -0.0836 -0.0692 -0.6359 -0.1 -0.1 0.1 0.18
H -1.3027 1.2093 -0.7850 -0.3 -0.2 0.3 0.21
H 0.2426 2.9204 -0.2454 0.0 0.0 -0.1 0.19
H 1.3987 1.7312 -0.8902 0.2 0.1 0.3 0.24
O 0.9683 -4.0403 -4.9386 -0.4 -0.1 0.2 -0.58
C 0.7299 -3.7219 -3.8146 1.4 0.3 -0.8 0.96
O 1.5348 -2.8636 -3.1195 -0.3 -0.4 0.5 -0.49
C 1.0431 -2.8254 -1.7632 0.7 0.4 0.2 -0.10
C -0.3688 -3.2428 -1.9320 -1.7 -0.5 0.5 -0.11
O -0.2756 -4.1382 -3.0580 -0.8 0.3 0.0 -0.48
H 1.5456 -3.5272 -1.0909 0.4 0.0 -0.4 0.19
H 1.1977 -1.8080 -1.4155 -0.1 0.0 0.2 0.20
H -1.0650 -2.4102 -2.0855 0.2 0.0 -0.7 0.19
H -0.8488 -3.8233 -1.1452 0.5 0.1 0.3 0.23
```
Forces are in eV/Å.

Output
* energy above the lowest of the compared OMol25 structures with the same formula, charge and spin: 32.15 kJ/mol
* net charge: 0
* SMILES: O=C1OCCO1.O=C1OCCO1.O=C1OCCO1.O=C1OCCO1.O=C1OCCO1.O=C1OCCO1

Below is a structure of composition Cl2Hg5O28S5, with properties calculated with ωB97M-V/def2-TZVPD.

```
40
Properties=species:S:1:pos:R:3:forces:R:3:nbo_charge:R:1
Hg -3.8628 0.6319 0.6494 0.2 -1.3 -0.2 1.67
Hg 1.2383 -0.3259 3.7165 1.6 0.4 -1.7 1.64
Hg -0.9026 4.7186 1.5631 -0.4 1.3 0.0 0.08
Hg 2.6892 0.5070 -1.2385 -0.5 -0.5 0.1 1.67
Hg -0.9716 -0.8967 -1.0682 0.5 -1.0 -1.2 1.72
S -3.5172 -0.8514 -2.5452 -0.2 2.4 -4.9 2.56
O -3.6898 -0.6621 -1.0811 -0.9 -1.1 1.8 -1.16
O -2.2190 -1.5409 -2.8041 1.0 -0.9 1.6 -1.00
O -4.5221 -1.5524 -3.3132 -0.5 -0.2 1.6 -0.91
O -3.3572 0.5188 -3.0922 -0.2 -0.2 0.4 -0.89
S -0.5171 0.9267 1.2819 -0.2 1.8 0.0 2.64
O -1.7729 0.3625 0.5983 -0.2 -1.1 0.6 -1.20
O -0.8288 2.3289 1.3677 1.0 -0.6 -0.6 -1.02
O -0.3814 0.4621 2.6840 -1.1 -0.8 0.5 -1.11
O 0.5242 0.3666 0.4211 0.2 0.4 0.6 -1.03
S 2.1239 -1.8813 -2.9047 0.2 -2.7 -0.7 2.54
O 2.7328 -2.8936 -2.0808 -0.1 0.7 0.1 -0.96
O 1.4764 -2.4680 -4.0905 -0.6 0.5 -0.2 -0.81
O 1.1059 -1.0752 -2.1302 -0.7 -0.3 0.8 -1.11
O 3.0658 -0.8570 -3.4071 0.4 1.0 0.5 -0.90
S 3.6710 -1.3193 1.5143 3.3 -0.9 -0.1 2.60
O 3.7495 -2.5447 0.7635 -0.8 0.2 0.3 -0.94
O 3.3485 -0.1580 0.6169 -0.3 1.3 -0.2 -1.14
O 2.5492 -1.4609 2.5393 -1.9 -0.4 1.0 -1.14
O 4.8697 -1.0202 2.2737 -0.5 0.4 -0.3 -0.99
S 0.0761 1.3157 -3.2789 0.2 1.4 0.9 2.56
O -0.8953 1.1155 -2.1773 0.7 0.4 -0.1 -0.97
O -0.2284 2.5575 -3.9798 -0.2 -0.4 -0.4 -0.76
O 1.4683 1.5088 -2.7486 0.1 0.1 0.1 -1.06
O -0.0628 0.2135 -4.2321 0.2 -0.2 -0.5 -0.66
Cl -3.8775 -2.9718 1.9672 0.0 0.0 0.6 2.55
O -3.4064 -1.5703 1.8638 0.2 1.2 -0.3 -0.98
O -3.5032 -3.6634 0.7762 0.1 0.0 0.1 -0.81
O -3.2517 -3.5170 3.1427 0.1 0.0 -0.5 -0.84
O -5.2928 -2.9360 2.1413 -0.6 -0.1 -0.2 -0.85
Cl 2.3908 3.7580 3.2414 5.8 -1.3 1.0 2.50
O 1.8112 2.3974 3.2724 -2.1 0.9 0.0 -0.93
O 3.0006 3.9966 4.5456 -1.8 0.3 0.3 -0.87
O 3.5577 3.5684 2.3884 -1.1 0.9 -1.1 -0.86
O 1.6117 4.9118 2.8437 -0.7 -1.4 0.0 -0.82
```
Forces are in eV/Å.

Output
* net charge: -2
* total energy: -157399.4229 eV

Below is a structure of composition C17H18BN7O3SV, with properties calculated with ωB97M-V/def2-TZVPD.

```
48
Properties=species:S:1:pos:R:3:forces:R:3:nbo_charge:R:1
H -0.2524 -2.4595 -1.4803 -0.4 0.1 0.3 0.25
N 1.1418 -0.8637 -1.1669 0.2 -0.1 -0.4 -0.36
B 3.1260 0.6499 -1.3471 -0.4 -1.9 -0.8 0.51
N 2.3083 -0.5578 -1.8311 -0.1 0.4 0.3 -0.36
C 2.5358 -1.4159 -2.8435 -1.2 -0.7 0.6 0.03
V 0.6895 0.6661 0.6644 -3.8 -4.1 -3.9 1.30
H 3.4059 -1.2861 -3.4598 0.1 -0.2 -0.2 0.24
C 1.4967 -2.3528 -2.8277 0.6 1.2 0.6 -0.31
H 1.3962 -3.1788 -3.4862 -0.2 -0.5 -0.3 0.26
C 0.6486 -1.9636 -1.7635 1.3 0.4 -0.7 0.05
H 4.1570 0.7806 -1.9421 -0.1 0.2 0.4 0.04
C -0.1072 1.2509 2.1464 -2.6 1.9 2.4 -0.86
H -1.0664 0.6745 2.1744 0.9 0.5 0.9 0.35
H -0.3529 2.3289 1.9889 -0.1 -0.4 -0.1 0.29
H 0.6359 1.2133 2.9639 -0.4 -0.4 -0.1 0.30
N 3.3143 0.3400 0.1855 -0.3 0.1 1.2 -0.28
N 2.1647 1.8363 -1.5691 -0.1 1.5 0.7 -0.29
N 2.2067 -0.0386 1.0172 5.4 -0.6 1.3 -0.34
N 0.9399 1.8165 -0.8786 0.9 1.6 0.1 -0.33
C 4.4114 0.2807 0.9309 -1.8 -0.5 0.0 0.16
C 2.1854 2.9267 -2.3289 0.3 -1.2 0.5 0.18
H 5.3452 0.4976 0.4984 1.0 0.3 -0.4 0.27
H 3.0749 3.1494 -2.9043 -0.2 0.0 -0.1 0.28
C 4.1003 -0.1578 2.2244 -2.2 -0.2 -0.4 -0.26
C 0.9578 3.5939 -2.2228 -1.2 0.1 0.3 -0.24
C 2.7221 -0.3474 2.2869 1.6 0.4 -1.8 0.06
C 0.1724 2.8724 -1.3544 0.9 0.7 -0.5 0.04
H 4.7607 -0.3363 3.0052 1.1 -0.3 1.2 0.28
H 0.6885 4.5070 -2.7187 -0.1 0.0 -0.2 0.29
H 2.0575 -0.7397 3.0317 -0.1 -0.1 0.3 0.28
H -0.8474 2.9713 -1.0216 -0.2 0.1 0.0 0.30
H 1.4397 2.2335 0.3986 -0.6 -0.3 -1.4 0.35
O -2.2151 -0.9468 -2.0047 0.5 0.6 0.8 -0.89
S -2.3572 -0.2336 -0.7570 -1.8 -0.6 -0.8 2.29
O -2.5820 1.1970 -0.8322 0.9 -0.1 0.2 -0.95
N -1.1976 -0.5785 0.3421 1.9 0.8 0.3 -0.96
C -1.6270 -1.4101 1.3829 1.0 -0.3 0.8 0.65
O -0.8415 -1.8297 2.2400 -0.7 1.0 -1.0 -0.58
C -3.0938 -1.5772 1.3396 -0.6 0.1 0.6 -0.19
C -3.9443 -2.0136 2.3680 0.2 -0.1 -0.3 -0.14
C -5.3267 -1.9070 2.1827 0.1 0.1 -0.3 -0.18
C -5.8507 -1.3643 0.9935 0.4 0.0 -0.1 -0.15
C -4.9953 -0.8766 -0.0045 0.2 -0.2 0.0 -0.20
C -3.6254 -0.9876 0.2093 -0.8 0.2 0.1 -0.23
H -3.5062 -2.4007 3.2883 -0.2 0.0 -0.2 0.25
H -6.0128 -2.2391 2.9655 0.3 0.1 -0.3 0.25
H -6.9286 -1.3051 0.8436 0.3 0.0 0.1 0.25
H -5.3528 -0.4189 -0.9275 -0.1 -0.1 0.4 0.25
```
Forces are in eV/Å.

Output
* spin multiplicity: 2
* ⟨S²⟩: 0.777
* net charge: +2
* total energy: -71671.8607 eV

| no. | molar mass (g/mol) |
| --- | --- |
| 1 | 138.20 |
| 2 | 683.59 |
| 3 | 97.11 |
| 4 | 528.37 |
| 5 | 1682.16 |
| 6 | 462.20 |